C4H5NO | ωB97M-V/def2-TZVPD

The geometry in XYZ format:
```
11
Properties=species:S:1:pos:R:3:forces:R:3
C -1.262 -0.615 0.255 -0.091 -0.160 -0.061
C 0.083 1.416 -0.744 0.173 0.098 0.219
O -0.403 0.494 0.605 -0.050 0.050 0.048
C 0.953 0.520 0.076 0.085 -0.034 -0.005
C 1.435 -0.740 -0.485 0.304 -0.801 -0.362
N 1.839 -1.740 -0.901 -0.379 0.935 0.383
H -2.109 -0.539 0.938 0.083 0.003 -0.121
H -1.573 -0.503 -0.784 0.050 -0.056 0.138
H -0.732 -1.557 0.409 -0.084 0.119 0.021
H 0.151 2.395 -0.239 -0.041 -0.136 -0.088
H 1.618 0.869 0.870 -0.051 -0.018 -0.172
```
Forces are in eV/Å.

For the orbital gap, the calculation gives 9.814 eV. The largest force on an atom is 1.1 eV/Å. For the HOMO energy, the calculation gives -0.334 Ha. For the electronic energy, the calculation gives -285.2261 a.u. The value obtained for the energy relative to the best compared isomer or geometry (same formula, charge and spin) is 5.1302 eV. Its charge is 0.